1.
{"formula": "C55H64Cl2KN7O8P2S", "method": "ωB97M-V/def2-TZVPD", "total_energy_ha": -5720.644931, "total_charge": -2, "orbital_gap_ha": 0.1663, "e_homo_ev": -1.51, "elements": ["K", "C", "C", "C", "P", "C", "C", "C", "C", "C", "C", "C", "C", "C", "N", "C", "C", "C", "C", "C", "C", "P", "C", "C", "C", "C", "C", "C", "H", "H", "H", "H", "H", "H", "H", "H", "H", "H", "H", "H", "H", "H", "H", "H", "H", "H", "H", "H", "H", "H", "H", "H", "H", "H", "H", "H", "H", "H", "H", "H", "H", "H", "H", "H", "Cl", "C", "C", "C", "Cl", "C", "O", "C", "C", "O", "C", "H", "H", "H", "C", "O", "C", "C", "C", "C", "C", "C", "N", "N", "C", "C", "C", "C", "O", "C", "N", "C", "C", "C", "C", "H", "H", "H", "H", "H", "H", "H", "H", "H", "H", "H", "H", "C", "C", "S", "O", "O", "C", "C", "N", "C", "N", "C", "C", "N", "O", "O", "C", "H", "H", "H", "H", "H", "H", "H", "H", "H", "H", "H", "H", "H"], "coordinates": [[0.76799, -0.11990, -0.20689], [-0.90564, -4.06430, 1.70347], [-1.80283, -2.85180, 1.48060], [-2.04290, -2.67996, -0.01798], [-0.97328, -1.26262, 2.05189], [-0.84135, -1.45981, 3.92371], [-2.08236, -2.02129, 4.60870], [0.41976, -2.22177, 4.31912], [-2.39340, -0.12619, 2.05121], [-3.72064, -0.39875, 1.76931], [-4.67304, 0.61021, 1.76914], [-4.29437, 1.91716, 2.04851], [-2.98262, 2.21423, 2.33706], [-1.99516, 1.20383, 2.35116], [-0.68411, 1.41878, 2.56018], [-0.22294, 2.43478, 3.30058], [-0.91878, 2.95033, 4.42268], [-0.44224, 4.03003, 5.12370], [0.74033, 4.64989, 4.73441], [1.49410, 4.09420, 3.71010], [1.06627, 2.97431, 3.01585], [2.01745, 1.94674, 1.83790], [2.62003, 3.11585, 0.49202], [3.61033, 2.32497, -0.36012], [3.17555, 4.49593, 0.83294], [3.55502, 1.57526, 2.87865], [4.24839, 2.62989, 3.74062], [3.11535, 0.41215, 3.76676], [-1.29937, -4.92811, 1.16368], [-0.83976, -4.33370, 2.75531], [0.09832, -3.85955, 1.33424], [-2.75592, -3.01735, 2.00089], [-1.08404, -2.57970, -0.52443], [-2.61973, -1.78020, -0.22382], [-2.57246, -3.54089, -0.43482], [-0.70978, -0.41821, 4.23777], [-2.20072, -3.08262, 4.39435], [-2.97405, -1.49582, 4.27000], [-2.00173, -1.90475, 5.69186], [0.28219, -3.29715, 4.22345], [0.68978, -2.00762, 5.35528], [1.24134, -1.92245, 3.67402], [-4.03998, -1.40400, 1.52474], [-5.70565, 0.37235, 1.54122], [-5.03617, 2.70798, 2.02546], [-2.69290, 3.24149, 2.51946], [-1.83089, 2.45219, 4.72736], [-0.98750, 4.39978, 5.98574], [1.08832, 5.54072, 5.24367], [2.43500, 4.55983, 3.46118], [1.71078, 3.25469, -0.10551], [4.54621, 2.17568, 0.17874], [3.82752, 2.85632, -1.28828], [3.19258, 1.35200, -0.61304], [4.10411, 4.42464, 1.39686], [2.45920, 5.08221, 1.40290], [3.39235, 5.04140, -0.08858], [4.27926, 1.18927, 2.15110], [3.59301, 2.96601, 4.54155], [4.57727, 3.49458, 3.16894], [5.13374, 2.18307, 4.20140], [2.29490, 0.72403, 4.41364], [3.93777, 0.05340, 4.39072], [2.75875, -0.39260, 3.13009], [-0.36349, -0.12795, -7.94207], [-0.20003, -0.36254, -6.22911], [-0.58377, -1.59439, -5.68619], [-0.47970, -1.77453, -4.34190], [-0.96694, -3.26734, -3.64936], [-0.01121, -0.77105, -3.40844], [0.02440, -0.99143, -2.19037], [0.38716, 0.46580, -4.04557], [0.87356, 1.55844, -3.26147], [1.02842, 1.61961, -2.05665], [0.27662, 0.63905, -5.43298], [-0.96749, -2.37439, -6.32516], [1.13469, 2.45590, -3.88198], [0.56551, 1.59144, -5.85871], [-0.82674, -6.90146, -3.12262], [0.39644, -7.29640, -3.69632], [1.54533, -6.93486, -3.03251], [2.74450, -7.11219, -3.72008], [3.94938, -6.82732, -3.11594], [3.99910, -6.33107, -1.80686], [2.78333, -6.13681, -1.13818], [1.57813, -6.44353, -1.73283], [5.21539, -6.27461, -1.15165], [5.51358, -5.45160, -0.24466], [4.86446, -4.27937, -0.01713], [4.79041, -3.87598, 1.32588], [3.96628, -2.86637, 1.74147], [3.18434, -2.09091, 0.83211], [2.31683, -1.27300, 1.19621], [3.48739, -2.31233, -0.58622], [3.02501, -1.39803, -1.44289], [3.28089, -1.53274, -2.71936], [4.05876, -2.57083, -3.23812], [4.57276, -3.50500, -2.37351], [4.27514, -3.41674, -1.00255], [-1.58998, -7.09793, -3.87461], [-0.82994, -5.83579, -2.88361], [-1.05228, -7.48014, -2.21888], [2.70639, -7.48117, -4.73560], [4.87574, -6.96960, -3.65519], [2.79014, -5.76641, -0.12303], [0.66977, -6.28871, -1.17080], [5.31647, -4.48506, 2.05031], [3.84390, -2.66277, 2.79689], [2.87771, -0.76724, -3.37054], [4.26714, -2.61002, -4.29816], [5.23536, -4.28214, -2.73302], [-7.29070, 4.17354, 0.06593], [-6.61025, 4.90168, -1.07526], [-4.81640, 4.57548, -0.89722], [-4.34335, 5.36519, 0.21334], [-4.64926, 3.15737, -0.86651], [-4.08394, 5.25667, -2.41818], [-2.58270, 4.97249, -2.46691], [-2.25880, 3.59814, -2.18635], [-1.67232, 3.14462, -1.04128], [-1.62110, 1.83653, -1.00353], [-2.18923, 1.38749, -2.12891], [-2.60495, 2.45798, -2.90600], [-3.26013, 2.42891, -4.12033], [-3.49132, 1.33300, -4.63337], [-3.61063, 3.50181, -4.65856], [-1.14730, 4.03455, 0.01644], [-8.37481, 4.24390, -0.00766], [-6.97043, 4.60376, 1.01158], [-6.99145, 3.12661, 0.05513], [-6.74693, 5.97971, -1.03105], [-6.91446, 4.51327, -2.04382], [-4.28365, 6.32475, -2.41901], [-4.56510, 4.76581, -3.26108], [-2.07341, 5.58931, -1.72459], [-2.22682, 5.23434, -3.46846], [-2.26847, 0.34423, -2.35587], [-1.96366, 4.57910, 0.49043], [-0.43479, 4.74855, -0.39313], [-0.64911, 3.41368, 0.75372]], "lowdin_charge": [0.612, -0.123, -0.566, -0.143, 1.092, -0.521, -0.118, -0.123, -0.319, -0.122, -0.131, -0.126, -0.055, -0.347, -0.002, -0.350, -0.055, -0.127, -0.141, -0.144, -0.301, 1.107, -0.548, -0.138, -0.122, -0.516, -0.125, -0.145, 0.067, 0.047, 0.074, 0.089, 0.047, 0.060, 0.074, 0.091, 0.060, 0.062, 0.068, 0.053, 0.071, 0.042, 0.087, 0.079, 0.083, 0.101, 0.104, 0.087, 0.076, 0.075, 0.070, 0.068, 0.075, 0.038, 0.054, 0.053, 0.066, 0.094, 0.062, 0.045, 0.067, 0.076, 0.074, 0.021, 0.603, -0.698, -0.142, -0.576, 0.745, -0.453, -0.196, -0.153, -0.240, -0.062, -0.089, 0.098, 0.125, 0.105, -0.110, -0.102, -0.282, -0.022, -0.044, -0.332, -0.011, -0.013, 0.016, 0.034, -0.304, -0.047, -0.024, -0.375, -0.194, -0.136, 0.114, -0.132, -0.044, -0.017, -0.103, 0.089, 0.036, 0.091, 0.108, 0.103, 0.118, 0.101, 0.102, 0.096, 0.103, 0.097, 0.104, -0.130, -0.285, 0.654, -0.317, -0.274, -0.197, -0.143, 0.032, -0.314, 0.183, -0.001, -0.161, -0.316, 0.073, 0.001, 0.026, 0.074, 0.077, 0.073, 0.094, 0.096, 0.105, 0.080, 0.121, 0.132, 0.128, 0.075, 0.091, 0.071]}

=====

2.
{"formula": "C2H8N2", "method": "ωB97M-V/def2-TZVPD", "total_energy_ha": -190.463307, "total_charge": 0, "smiles": "NCCN", "orbital_gap_ha": 0.3770, "e_homo_ev": -9.19, "elements": ["N", "C", "C", "N", "H", "H", "H", "H", "H", "H", "H", "H"], "coordinates": [[1.97665, 0.03648, 0.07566], [0.64193, 0.61829, -0.13774], [-0.54198, -0.39530, -0.09400], [-1.88473, 0.26780, -0.05641], [1.92090, -0.82221, 0.79799], [2.19683, -0.46301, -0.70342], [0.83468, 1.13179, -1.12586], [0.28348, 1.36142, 0.70256], [-0.32962, -0.82980, 0.87360], [-0.46813, -1.04818, -0.93191], [-2.61151, -0.40843, -0.36482], [-2.01850, 0.55116, 0.96435]], "lowdin_charge": [-0.037, -0.309, -0.307, -0.041, 0.121, -0.003, 0.118, 0.128, 0.085, 0.092, 0.066, 0.087]}

=====

3.
{"formula": "C43H54LiN5O2P4", "method": "ωB97M-V/def2-TZVPD", "total_energy_ha": -3468.278690, "total_charge": 0, "orbital_gap_ha": 0.2857, "e_homo_ev": -7.96, "elements": ["Li", "O", "C", "O", "C", "C", "C", "C", "C", "C", "P", "C", "C", "C", "C", "C", "C", "C", "C", "C", "C", "C", "C", "H", "H", "H", "H", "H", "H", "H", "H", "H", "H", "H", "H", "H", "H", "C", "P", "C", "N", "C", "C", "C", "C", "C", "C", "N", "C", "P", "C", "C", "C", "C", "C", "C", "C", "C", "C", "H", "H", "H", "H", "H", "H", "H", "H", "H", "H", "H", "H", "H", "H", "H", "H", "H", "H", "H", "H", "H", "H", "H", "H", "H", "H", "H", "H", "C", "N", "C", "N", "C", "N", "C", "P", "C", "C", "H", "H", "H", "H", "H", "H", "H", "H", "H", "H", "H", "H"], "coordinates": [[-0.68193, -0.28269, 0.14566], [-3.07606, 1.52150, -2.31328], [-2.91359, 1.19184, -1.14027], [-2.20952, 0.21757, -0.72033], [-3.64488, 1.99768, -0.06906], [-4.91075, 2.47610, -0.40124], [-5.67288, 3.17814, 0.51499], [-5.16431, 3.44117, 1.77990], [-3.89337, 3.00368, 2.11009], [-3.12355, 2.27534, 1.19949], [-1.40806, 1.80852, 1.63178], [-1.53377, 1.58678, 3.44924], [-0.94365, 2.41457, 4.40016], [-1.00036, 2.09038, 5.75071], [-1.65580, 0.94249, 6.16903], [-2.26217, 0.11738, 5.22984], [-2.19438, 0.43484, 3.88280], [-0.51136, 3.39237, 1.46843], [-1.08686, 4.57130, 1.00313], [-0.30791, 5.70622, 0.81527], [1.04963, 5.68017, 1.09616], [1.63452, 4.50818, 1.55805], [0.86027, 3.37142, 1.72842], [-5.27492, 2.27872, -1.40064], [-6.66201, 3.52477, 0.24367], [-5.75100, 3.99269, 2.50345], [-3.49002, 3.23121, 3.08979], [-0.43524, 3.31813, 4.08998], [-0.53134, 2.74213, 6.47684], [-1.69773, 0.69069, 7.22084], [-2.78444, -0.77624, 5.54845], [-2.66250, -0.21651, 3.15082], [-2.14383, 4.60360, 0.77264], [-0.76706, 6.61370, 0.44467], [1.65223, 6.56714, 0.94952], [2.69554, 4.47421, 1.77224], [1.32759, 2.44930, 2.05951], [-2.61620, -2.59162, -1.98246], [-0.85379, -2.24068, -1.65234], [-0.44829, -1.28622, -3.19693], [-0.88864, -1.78629, -4.32301], [-0.62362, -1.12204, -5.47580], [-1.08853, -1.63973, -6.70756], [-0.81395, -0.97420, -7.86598], [-0.07108, 0.23198, -7.84728], [0.38110, 0.75187, -6.67027], [0.10870, 0.07756, -5.45689], [0.54241, 0.60093, -4.28350], [0.28002, -0.04356, -3.17616], [0.80723, 0.77670, -1.59190], [0.27213, 2.48397, -1.96732], [2.67529, 0.87141, -1.72611], [3.21006, -0.54680, -1.91221], [3.15670, 1.40983, -0.37446], [3.20149, 1.77375, -2.84076], [-0.03960, -3.90728, -1.95363], [1.45996, -3.68431, -2.14458], [-0.26055, -4.70154, -0.65847], [-0.58407, -4.71737, -3.12768], [-2.77455, -2.94214, -3.00048], [-3.16019, -1.66280, -1.82388], [-2.97656, -3.33426, -1.26859], [-1.65735, -2.56007, -6.69188], [-1.16727, -1.36422, -8.81147], [0.13178, 0.74386, -8.77878], [0.94255, 1.67568, -6.62586], [0.62820, 2.80463, -2.94445], [0.63401, 3.16130, -1.19028], [-0.81853, 2.50272, -1.97035], [2.84229, -1.21094, -1.12772], [4.30264, -0.54096, -1.86323], [2.92000, -0.96498, -2.87788], [2.82586, 0.76657, 0.44607], [2.78317, 2.41867, -0.18598], [4.24980, 1.44700, -0.36167], [2.84020, 1.45916, -3.81757], [4.29538, 1.73785, -2.84531], [2.90628, 2.81230, -2.68788], [1.89267, -3.13301, -1.30798], [1.66956, -3.13039, -3.06276], [1.97222, -4.64830, -2.21073], [0.13349, -4.16477, 0.20811], [0.25167, -5.66556, -0.72328], [-1.31940, -4.90051, -0.48065], [-0.43448, -4.20399, -4.07515], [-1.64854, -4.92766, -3.02161], [-0.06132, -5.67846, -3.16746], [2.14213, -3.69182, 3.70073], [1.00057, -2.99775, 4.29109], [1.49847, -1.89432, 5.11232], [2.37526, -0.97051, 4.39471], [3.47078, -1.73134, 3.80220], [3.03727, -2.82364, 2.93635], [2.38118, -2.31662, 1.73081], [0.85834, -1.30427, 2.07511], [0.08253, -2.51232, 3.25934], [1.63665, -0.22372, 3.37881], [1.77758, -4.49011, 3.05064], [2.72106, -4.14112, 4.51103], [2.06579, -2.32108, 5.94282], [0.65003, -1.33770, 5.51548], [4.06228, -2.15973, 4.61493], [4.10750, -1.05317, 3.22967], [2.11055, -3.16015, 1.08950], [3.09384, -1.70466, 1.17040], [-0.31138, -3.36138, 2.69354], [-0.76576, -2.02216, 3.74152], [0.85150, 0.36601, 3.86044], [2.31891, 0.47998, 2.89182]], "lowdin_charge": [0.305, 0.022, -0.668, -0.270, -0.126, -0.018, -0.071, -0.081, -0.094, -0.310, 1.090, -0.396, -0.092, -0.078, -0.091, -0.092, -0.122, -0.375, -0.069, -0.074, -0.085, -0.090, -0.137, 0.118, 0.103, 0.102, 0.106, 0.101, 0.105, 0.102, 0.107, 0.112, 0.104, 0.105, 0.102, 0.106, 0.086, -0.251, 1.002, -0.371, 0.138, -0.200, -0.012, -0.075, -0.076, -0.012, -0.200, 0.139, -0.371, 0.997, -0.233, -0.723, -0.101, -0.108, -0.094, -0.729, -0.103, -0.113, -0.098, 0.036, 0.027, 0.042, 0.114, 0.103, 0.103, 0.113, 0.040, 0.032, 0.032, 0.044, 0.091, 0.075, 0.048, 0.061, 0.090, 0.064, 0.085, 0.075, 0.046, 0.075, 0.089, 0.044, 0.087, 0.075, 0.063, 0.073, 0.084, -0.192, -0.148, -0.185, -0.146, -0.194, -0.149, -0.338, 0.974, -0.326, -0.330, 0.126, 0.126, 0.126, 0.121, 0.126, 0.126, 0.069, 0.073, 0.082, 0.067, 0.068, 0.073]}